# 1
{
  "formula": "C4H7PS",
  "method": "ωB97M-V/def2-TZVPD",
  "symbols": ["C", "C", "C", "C", "P", "S", "H", "H", "H", "H", "H", "H", "H"],
  "xyz": [[1.47, 0.09, 0.05], [0.28, 1.20, -0.31], [-0.98, 0.38, 0.19], [-0.88, -1.08, -0.37], [0.97, -1.59, -0.16], [2.89, 0.65, 0.62], [0.44, 2.26, 0.20], [0.24, 1.31, -1.45], [-0.78, 0.59, 1.22], [-2.01, 0.88, 0.00], [-1.52, -1.84, 0.20], [-1.06, -1.22, -1.44], [0.93, -1.63, 1.25]],
  "relative_energy_kcal_mol": 18.2,
  "lumo_energy_ev": -0.26,
  "orbital_gap_ha": 0.2975,
  "e_tot_ev": -24383.6139,
  "smiles": "S=C1CCCP1",
  "e_homo_ev": -8.35
}

=====

# 2
{
  "formula": "H12O6",
  "method": "ωB97M-V/def2-TZVPD",
  "symbols": ["O", "H", "H", "O", "H", "H", "O", "H", "H", "O", "H", "H", "O", "H", "H", "O", "H", "H"],
  "xyz": [[1.75, 0.70, -4.29], [2.12, -0.18, -4.35], [2.03, 1.02, -3.43], [-2.49, 1.53, 4.85], [-1.57, 1.52, 5.11], [-2.94, 1.04, 5.55], [3.53, -0.55, 1.20], [3.94, -0.10, 1.94], [2.86, -1.11, 1.59], [-1.69, -0.12, -5.83], [-0.84, 0.08, -5.45], [-2.14, 0.72, -5.87], [0.41, -1.86, 3.06], [-0.24, -1.94, 3.76], [-0.04, -1.36, 2.37], [-1.22, 0.07, 0.06], [-1.45, 0.29, -0.84], [-2.01, 0.25, 0.57]],
  "relative_energy_kcal_mol": 37.2,
  "lumo_energy_ev": 0.32,
  "orbital_gap_ha": 0.4294,
  "e_tot_ev": -12479.5011,
  "smiles": "O.O.O.O.O.O",
  "e_homo_ev": -11.36
}

=====

# 3
{
  "formula": "C28H38BrClN2O6",
  "method": "ωB97M-V/def2-TZVPD",
  "symbols": ["C", "C", "O", "O", "C", "C", "C", "C", "C", "C", "C", "C", "C", "C", "C", "N", "C", "O", "C", "C", "C", "C", "Br", "O", "C", "C", "C", "O", "C", "C", "C", "O", "Cl", "H", "H", "H", "H", "H", "H", "H", "H", "H", "H", "H", "H", "H", "H", "H", "H", "H", "H", "H", "H", "H", "H", "H", "H", "H", "H", "H", "H", "H", "H", "H", "H", "H", "N", "C", "C", "C", "C", "H", "H", "H", "H", "H"],
  "xyz": [[4.52, -0.44, -0.49], [4.16, -1.54, -1.46], [4.75, -2.60, -1.41], [3.19, -1.32, -2.43], [1.93, -1.91, -2.01], [1.11, -0.82, -1.30], [-0.10, -1.32, -0.45], [-0.04, -2.79, 0.01], [-0.95, -3.06, 1.18], [-2.18, -3.63, 0.99], [-3.04, -3.88, 2.01], [-2.66, -3.53, 3.28], [-1.44, -2.96, 3.49], [-0.99, -2.55, 4.89], [-0.58, -2.74, 2.46], [-0.04, -0.40, 0.73], [-0.46, 0.86, 0.14], [0.13, 1.88, 0.39], [-1.66, 0.60, -0.86], [-1.38, 1.57, -2.04], [-2.24, 2.85, -2.08], [-1.78, 3.64, -3.33], [-1.99, 4.04, -0.57], [-2.96, 0.95, -0.43], [-3.37, 0.34, 0.78], [-4.59, 1.15, 1.29], [-4.10, 2.30, 2.20], [-5.48, 0.29, 1.98], [-1.47, -0.91, -1.10], [-1.51, -1.48, -2.55], [-2.81, -2.24, -2.75], [-2.83, -3.41, -3.06], [-4.37, -1.43, -2.46], [4.91, 0.45, -0.99], [5.29, -0.81, 0.17], [3.69, -0.11, 0.15], [2.18, -2.76, -1.38], [1.41, -2.20, -2.92], [1.80, -0.26, -0.67], [0.76, -0.13, -2.07], [-0.22, -3.46, -0.83], [0.99, -2.94, 0.36], [-2.47, -3.91, -0.02], [-3.99, -4.35, 1.82], [-3.35, -3.70, 4.09], [-1.80, -2.07, 5.44], [-0.17, -1.84, 4.78], [-0.61, -3.42, 5.42], [0.39, -2.30, 2.63], [-0.78, -0.57, 1.41], [-1.55, 1.11, -3.02], [-0.35, 1.92, -2.07], [-3.29, 2.62, -2.26], [-1.68, 2.99, -4.20], [-0.82, 4.10, -3.09], [-2.45, 4.47, -3.51], [-2.63, 0.36, 1.58], [-3.74, -0.69, 0.63], [-5.07, 1.56, 0.40], [-4.69, 2.37, 3.11], [-4.17, 3.23, 1.64], [-3.06, 2.20, 2.51], [-5.25, 0.30, 2.91], [-2.14, -1.58, -0.56], [-1.31, -0.76, -3.34], [-0.74, -2.24, -2.63], [6.97, 3.26, -1.11], [5.89, 3.48, -0.30], [6.34, 4.00, 0.88], [7.75, 4.10, 0.78], [8.11, 3.64, -0.45], [6.94, 2.88, -2.04], [4.89, 3.25, -0.64], [5.73, 4.28, 1.72], [8.43, 4.47, 1.54], [9.08, 3.55, -0.92]],
  "lumo_energy_ev": 0.39,
  "orbital_gap_ha": 0.3226,
  "e_tot_ev": -127481.2180,
  "smiles": "CC(=O)OCC[C@@]1(Cc2cccc(C)c2)NC(=O)[C@](C[C@H](C)Br)(OC[C@H](C)O)[C@H]1CC(=O)Cl.c1cc[nH]c1",
  "e_homo_ev": -8.39
}

=====

What is the formula in the first record? C4H7PS

=====

What did the first record say?
{
  "formula": "C4H7PS",
  "method": "ωB97M-V/def2-TZVPD",
  "symbols": ["C", "C", "C", "C", "P", "S", "H", "H", "H", "H", "H", "H", "H"],
  "xyz": [[1.47, 0.09, 0.05], [0.28, 1.20, -0.31], [-0.98, 0.38, 0.19], [-0.88, -1.08, -0.37], [0.97, -1.59, -0.16], [2.89, 0.65, 0.62], [0.44, 2.26, 0.20], [0.24, 1.31, -1.45], [-0.78, 0.59, 1.22], [-2.01, 0.88, 0.00], [-1.52, -1.84, 0.20], [-1.06, -1.22, -1.44], [0.93, -1.63, 1.25]],
  "relative_energy_kcal_mol": 18.2,
  "lumo_energy_ev": -0.26,
  "orbital_gap_ha": 0.2975,
  "e_tot_ev": -24383.6139,
  "smiles": "S=C1CCCP1",
  "e_homo_ev": -8.35
}